Entry 1:
Entry from the OMol25 dataset: a 9-piece molecular cluster, C32H84F9NO34P9S overall (wB97M-V/def2-TZVPD).

Computed properties:
total energy: -8250.622973 hartree
charge: -1
LUMO energy: -0.071 Ha

Positions of all 170 atoms, in Å:
C 1.31415 2.60057 2.51610
P 2.79854 1.41096 2.09442
C 1.94319 0.05177 0.99107
N 3.88824 2.42464 1.11361
C 5.27159 1.83409 0.96027
C 6.15940 2.79180 -0.06009
C 5.59357 2.84455 -1.59643
C 4.71034 4.22561 -1.93317
F 4.07567 4.81404 -0.72083
F 5.76855 5.23135 -2.33185
C 3.73585 4.08181 -3.23331
F 3.58107 5.42981 -3.88953
F 4.39301 3.21554 -4.26163
S 2.03117 3.40354 -2.94150
F 1.50960 4.15553 -4.41470
F 2.44131 1.99598 -3.89156
F 2.45399 2.51780 -1.54321
F 1.47503 4.77131 -2.07499
F 0.44747 2.74740 -2.80722
C 5.31359 0.23800 0.59106
O 5.21539 -0.30698 -0.62379
O 5.43740 -0.71860 1.73717
H 1.04720 3.11549 1.47339
H 1.61477 3.46060 3.25022
H 0.34655 2.00587 2.82928
H 0.77608 0.27208 0.89280
H 2.40005 -0.00166 -0.08570
H 2.04046 -0.98225 1.53467
H 3.99993 3.39062 1.54674
H 5.80160 1.94157 2.02465
H 7.27100 2.36086 0.00124
H 6.22334 3.85706 0.46611
H 4.92013 1.94227 -1.91482
H 6.54824 2.91416 -2.30600
C 1.67143 -0.58599 -8.81932
O 0.66004 -0.16918 -7.91943
P -0.23894 -1.48449 -7.24527
O -1.10877 -1.49420 -8.50916
O -0.89450 -0.45516 -6.13723
C -0.00285 0.32073 -5.35800
O -1.13786 -2.79983 -6.57097
C -2.53530 -2.86748 -6.80653
H 2.19529 0.29740 -9.19241
H 2.38506 -1.22869 -8.29628
H 1.23623 -1.12545 -9.66415
H 0.06310 1.33065 -5.79316
H 0.99829 -0.12511 -5.32850
H -0.38420 0.40157 -4.34152
H -2.72658 -3.22747 -7.82121
H -3.01401 -1.90046 -6.64735
H -2.96383 -3.59201 -6.10944
C -3.41952 -0.11882 3.54596
O -3.29277 0.91718 4.50361
P -4.26278 2.30340 4.14279
O -3.15683 2.78975 3.19704
O -3.98029 2.88323 5.65970
C -4.27024 2.02882 6.75065
O -5.23290 3.68961 3.78206
C -4.59318 4.93835 3.57156
H -2.78597 -0.95611 3.84854
H -4.45923 -0.45542 3.50578
H -3.10363 0.22862 2.55923
H -3.33403 1.56068 7.09417
H -4.98317 1.24488 6.46942
H -4.69040 2.61248 7.56795
H -4.14416 4.96527 2.57486
H -3.83997 5.13458 4.33563
H -5.35318 5.72252 3.61610
C -2.41130 -6.85992 6.99948
O -1.70283 -6.19751 5.96713
P -1.10794 -4.64221 6.43603
O -2.48934 -4.05492 6.11831
O -0.17125 -4.60303 5.08027
C 0.69494 -5.69937 4.85225
O -0.51292 -3.08692 6.90496
C -0.95887 -1.94043 6.19815
H -2.74463 -7.83221 6.62861
H -1.75046 -7.01350 7.85716
H -3.28376 -6.27620 7.30315
H 0.22252 -6.38085 4.12695
H 0.90319 -6.24720 5.77878
H 1.63409 -5.34013 4.43497
H -1.97047 -1.67446 6.51702
H -0.92738 -2.09940 5.11956
H -0.29951 -1.10625 6.45096
C 8.10191 -6.28081 -2.87678
O 7.38454 -5.10943 -3.22277
P 5.66974 -5.29365 -3.08772
O 5.66210 -5.93358 -4.48219
O 5.49315 -3.66128 -3.23335
C 6.23130 -2.84211 -2.34546
O 3.95490 -5.47780 -2.95255
C 3.15366 -5.30918 -4.11120
H 9.17124 -6.08089 -2.97960
H 7.88793 -6.54813 -1.83819
H 7.82902 -7.10804 -3.53659
H 7.13140 -2.47609 -2.86460
H 6.53250 -3.39249 -1.44641
H 5.62517 -1.98726 -2.05046
H 3.22163 -6.19735 -4.74547
H 3.44212 -4.41770 -4.66949
H 2.11301 -5.20504 -3.79384
C -1.35784 -10.71878 -6.45932
O -0.64937 -10.05636 -7.49167
P -0.05449 -8.50107 -7.02277
O -1.43589 -7.91378 -7.34048
O 0.88221 -8.46189 -8.37853
C 1.74840 -9.55823 -8.60654
O 0.54054 -6.94578 -6.55384
C 0.09459 -5.79929 -7.26065
H -1.69118 -11.69107 -6.83019
H -0.69701 -10.87235 -5.60164
H -2.23030 -10.13506 -6.15565
H 1.27598 -10.23971 -9.33185
H 1.95665 -10.10606 -7.68001
H 2.68755 -9.19899 -9.02382
H -0.91701 -5.53332 -6.94178
H 0.12608 -5.95826 -8.33924
H 0.75395 -4.96511 -7.00784
C -2.00139 6.12411 7.85062
O -2.95237 6.54606 8.81190
P -2.85647 5.66747 10.29903
O -3.71289 4.56417 9.66388
O -3.83986 6.78317 11.00979
C -3.45922 8.14358 10.91698
O -2.76051 4.78895 11.78627
C -3.88892 4.04465 12.21710
H -2.12119 6.72960 6.94893
H -0.99201 6.26940 8.24553
H -2.15237 5.07218 7.59610
H -4.03131 8.61815 10.10386
H -2.38728 8.24848 10.71234
H -3.69227 8.65095 11.85157
H -3.96368 3.11477 11.64659
H -4.80813 4.62452 12.12520
H -3.74226 3.78046 13.26744
C 3.51989 12.45050 -4.94342
O 2.32963 11.68400 -4.99040
P 2.25913 10.45647 -3.77348
O 3.09790 9.55123 -4.68514
O 0.65948 10.23513 -4.10385
C -0.17924 11.37509 -4.06815
O 2.18854 9.22898 -2.55645
C 2.09308 7.87119 -2.95667
H 3.48344 13.20441 -5.73355
H 3.59406 12.95302 -3.97498
H 4.39408 11.81349 -5.09880
H -0.33737 11.73251 -5.09816
H 0.26258 12.18122 -3.47075
H -1.14268 11.10440 -3.63958
H 3.06879 7.51142 -3.29478
H 1.34436 7.73736 -3.73842
H 1.80288 7.27857 -2.08540
C -7.93046 -5.77628 0.07499
O -7.62985 -4.58139 0.77379
P -6.29207 -4.74263 1.85871
O -7.25169 -5.33020 2.90180
O -6.24121 -3.10333 2.02344
C -6.15812 -2.32974 0.84069
O -4.95419 -4.90380 2.94358
C -5.16362 -4.67935 4.32874
H -8.77628 -5.59008 -0.59128
H -7.06607 -6.07843 -0.52288
H -8.19575 -6.57394 0.77321
H -7.16409 -1.95939 0.58671
H -5.76813 -2.91791 0.00169
H -5.50311 -1.47670 1.00941
H -5.66023 -5.54437 4.77694
H -5.74426 -3.77258 4.50267
H -4.18737 -4.57017 4.80783

Cartesian forces (eV/Å) of the 6 atoms listed first:
-0.52 0.89 -2.14
-0.56 -0.65 1.43
-1.08 0.03 -0.81
0.05 0.21 -0.23
1.42 0.54 0.89
-0.05 -0.55 1.11

=====

Entry 2:
Entry from the OMol25 dataset: a 11-piece molecular cluster, C32H84N2O20 overall (wB97M-V/def2-TZVPD).

Computed properties:
total energy: -2883.215100 hartree
LUMO energy: -0.133 Ha

Positions of all 138 atoms, in Å:
C 19.57944 -14.37149 -14.14345
C 18.97368 -14.45621 -12.74592
C 19.58527 -15.62534 -11.87635
C 19.23764 -15.57352 -10.37822
C 19.72986 -14.24807 -9.78750
C 19.25988 -12.97142 -10.51689
N 19.25020 -13.07790 -12.04620
O 18.91630 -12.02849 -12.75903
C 20.06372 -11.72783 -10.06057
C 17.82435 -12.78460 -10.09964
C 17.41591 -14.65015 -12.96819
H 19.35557 -15.23357 -14.77178
H 20.65809 -14.21474 -14.14976
H 19.05059 -13.60470 -14.70954
H 20.67500 -15.63901 -11.89642
H 19.21395 -16.56026 -12.29607
H 19.59420 -16.36839 -9.72314
H 18.16307 -15.68866 -10.23637
H 20.81496 -14.33081 -9.72584
H 19.41336 -14.31005 -8.74630
H 19.89750 -10.86059 -10.69961
H 21.11775 -12.00126 -10.10915
H 19.95084 -11.47019 -9.00750
H 17.37509 -11.92906 -10.60394
H 17.55544 -12.57612 -9.06411
H 17.16562 -13.59002 -10.42439
H 17.26671 -15.53338 -13.58928
H 16.92805 -13.75663 -13.35770
H 16.95878 -15.04327 -12.06012
C 15.28399 -12.09922 -18.83560
N 13.89179 -11.67496 -19.46827
C 14.09547 -10.33948 -20.21595
C 13.53417 -12.73215 -20.54195
C 12.69095 -11.65932 -18.46066
C 12.96163 -11.07626 -17.09716
O 13.74575 -11.89149 -16.20025
H 15.28977 -13.12880 -18.47780
H 15.50035 -11.32639 -18.09801
H 16.00365 -11.96390 -19.64300
H 14.69895 -9.62735 -19.65309
H 13.04420 -10.06291 -20.29627
H 14.46152 -10.63449 -21.19934
H 12.65909 -12.38484 -21.09123
H 13.07316 -13.56675 -20.01374
H 14.40007 -12.96995 -21.15986
H 12.35347 -12.67044 -18.23297
H 11.82541 -11.18724 -18.92551
H 12.03980 -10.87252 -16.55236
H 13.46041 -10.11724 -17.23715
H 13.20529 -12.61570 -15.87617
O 11.62083 -17.08184 -19.14644
C 11.63375 -17.01439 -17.71980
C 12.97047 -16.74592 -16.92118
O 12.97135 -16.62626 -15.49205
H 11.23454 -17.94789 -17.32319
H 11.01937 -16.15946 -17.43739
H 13.40575 -15.83143 -17.32407
H 13.65414 -17.54502 -17.20780
C 10.07605 -15.12958 -25.45010
C 10.09919 -16.04080 -24.26619
O 10.74720 -15.37779 -23.24048
O 9.47123 -13.86070 -24.98402
H 9.62480 -15.48941 -26.37476
H 11.08230 -14.76884 -25.66324
H 10.58773 -16.94879 -24.61972
H 9.06096 -16.20869 -23.97987
H 10.90336 -15.96150 -22.49450
H 9.41204 -13.74533 -24.03282
C 6.23448 -14.57232 -15.70176
C 6.38450 -13.11241 -15.29997
O 5.48884 -12.25346 -15.83955
O 5.36147 -15.36131 -14.87051
H 7.20856 -15.06097 -15.72324
H 6.02793 -14.47221 -16.76733
H 7.34299 -12.77363 -15.69321
H 6.43546 -13.00217 -14.21676
H 5.81699 -11.96751 -16.69520
H 5.16969 -16.22302 -15.24773
C 11.38985 -14.58843 -11.39483
C 10.63184 -13.72267 -12.36431
O 10.61929 -14.24432 -13.69097
O 12.77369 -14.73805 -11.67840
H 10.84867 -15.51827 -11.21984
H 11.36710 -14.30324 -10.34305
H 11.06583 -12.72283 -12.35554
H 9.61282 -13.46122 -12.07913
H 11.24332 -14.94307 -13.90061
H 12.90614 -15.01644 -12.58755
C 12.37257 -20.02087 -12.75714
C 13.18942 -19.57413 -11.51555
O 14.37149 -18.75758 -11.82104
O 11.40016 -18.97216 -12.87145
H 11.82087 -20.95483 -12.65017
H 12.93836 -20.08058 -13.68689
H 13.50231 -20.41977 -10.90309
H 12.45284 -19.13552 -10.84237
H 14.10278 -18.11792 -12.48455
H 11.85718 -18.34206 -13.43333
C 5.57105 -15.58144 -20.79126
C 6.93650 -15.93478 -20.27302
O 7.75909 -14.84240 -19.82938
O 4.78943 -16.72322 -20.85591
H 5.63150 -14.89653 -21.63704
H 5.18245 -14.99723 -19.95712
H 7.49673 -16.64354 -20.88287
H 6.90970 -16.53027 -19.36046
H 8.62796 -15.18847 -19.61284
H 4.05936 -16.55097 -21.45502
C 9.90974 -23.12981 -16.90698
C 9.15663 -24.00355 -15.85022
O 8.33537 -23.27545 -14.92585
O 11.23085 -22.70411 -16.53203
H 9.29791 -22.30156 -17.26445
H 9.95259 -23.82262 -17.74739
H 9.81089 -24.60283 -15.21704
H 8.54656 -24.78790 -16.29823
H 8.88302 -22.56134 -14.59157
H 11.40470 -22.12544 -17.27804
C 14.56579 -19.15696 -22.36526
C 14.75137 -19.92461 -21.05538
O 13.48532 -20.33027 -20.52858
O 14.17510 -17.88940 -22.03210
H 13.75732 -19.52931 -22.99440
H 15.53922 -18.92187 -22.79569
H 15.37613 -19.34136 -20.37892
H 15.34303 -20.79242 -21.34682
H 12.88706 -19.61873 -20.28900
H 13.60055 -17.92904 -21.26404
C 9.09690 -20.76489 -22.17734
C 7.85157 -21.48151 -22.90513
O 6.62244 -20.94571 -22.51075
O 8.72053 -20.06901 -20.96682
H 9.50938 -19.95375 -22.77735
H 9.88008 -21.46433 -21.88493
H 7.77859 -22.51901 -22.57901
H 7.88195 -21.52441 -23.99387
H 6.76924 -20.29827 -21.81731
H 9.38518 -19.38192 -20.87884

Cartesian forces (eV/Å) of the 6 atoms listed first:
-0.12 0.11 -0.43
-0.10 0.07 0.53
-0.34 0.19 0.41
-0.90 0.86 -0.37
0.54 -1.03 -0.41
-0.23 0.57 1.14

=====

Entry 3:
Entry from the OMol25 dataset: a 8-piece molecular cluster, C32H85N9O13 overall (wB97M-V/def2-TZVPD).

Computed properties:
energy above the lowest of the compared OMol25 structures with the same formula, charge and spin: 117.4 kcal/mol
total energy: -2740.826103 hartree
LUMO energy: 0.008 Ha

Positions of all 139 atoms, in Å:
C -12.02174 -6.49808 9.24703
O -12.12681 -5.17999 8.72033
C -12.88648 -5.29064 7.45688
C -12.85068 -3.88845 6.75172
N -11.40398 -3.58798 6.51956
C -11.12699 -2.21659 6.30254
C -9.67446 -1.97033 6.09065
O -9.31755 -0.61183 6.21587
C -8.14798 -0.15623 5.52215
H -13.02356 -6.91925 9.33104
H -11.67302 -6.36065 10.27054
H -11.35362 -7.12359 8.65502
H -13.89365 -5.67002 7.62941
H -12.29734 -6.09045 7.00817
H -13.34028 -3.16241 7.40077
H -13.43055 -3.98539 5.83387
H -10.95610 -3.91175 7.36494
H -11.47687 -1.53497 7.07783
H -11.72548 -1.84657 5.47008
H -9.39555 -2.46640 5.16101
H -9.10841 -2.40238 6.91589
H -8.14594 -0.39571 4.45878
H -7.25353 -0.63308 5.92298
H -8.07613 0.93005 5.57653
C 10.36261 12.18731 -2.43339
O 8.99014 12.32473 -2.25228
C 8.67167 11.93960 -0.91384
C 7.15791 11.94653 -0.61701
N 6.79597 11.48011 0.73517
C 7.11239 10.12447 1.15272
C 6.22291 9.09396 0.43920
O 5.06316 8.86088 1.25920
C 4.22683 7.81980 0.81365
H 10.90543 13.05282 -2.05346
H 10.58828 12.17713 -3.49972
H 10.80574 11.27482 -2.03448
H 9.19020 12.66456 -0.28641
H 9.09247 10.94727 -0.75167
H 6.56958 11.40076 -1.35464
H 6.73018 12.94882 -0.64039
H 6.89105 12.17300 1.46383
H 7.07734 10.08008 2.24125
H 8.11081 9.78560 0.87625
H 6.73565 8.13587 0.35409
H 5.86221 9.34020 -0.55947
H 3.48389 7.67458 1.59790
H 4.73409 6.86510 0.67460
H 3.75857 7.98515 -0.15665
C 0.48885 -8.84648 -2.91304
O 0.28386 -7.49960 -3.41414
C 0.05956 -7.64238 -4.83022
C -0.71159 -6.41374 -5.34826
N -2.01802 -6.25434 -4.64355
C -2.66706 -5.07078 -5.20230
C -3.89034 -4.63170 -4.35079
O -3.48176 -3.95743 -3.14377
C -4.53471 -3.59060 -2.21378
H -0.38888 -9.48287 -3.02575
H 0.63083 -8.77614 -1.83462
H 1.34508 -9.34875 -3.36327
H -0.50076 -8.45588 -5.29105
H 1.07356 -7.69966 -5.22598
H -0.87895 -6.60452 -6.40831
H -0.07867 -5.53079 -5.25928
H -1.82993 -6.21133 -3.65215
H -3.11790 -5.33108 -6.15994
H -1.99805 -4.21080 -5.23309
H -4.58785 -5.43969 -4.13003
H -4.56915 -3.94057 -4.85044
H -4.09726 -2.83014 -1.56689
H -4.89069 -4.40984 -1.58909
H -5.41403 -3.09455 -2.62469
C 2.70942 -2.86621 4.39911
O 2.42594 -3.79040 3.36684
C 3.35863 -3.81431 2.24912
C 2.88580 -4.91462 1.32373
N 2.08976 -4.51073 0.16314
C 0.92743 -3.62040 0.37263
C -0.06956 -4.14542 1.31453
O -0.49631 -5.42320 0.91597
C -1.52126 -5.93438 1.84561
H 3.53980 -3.23299 5.00247
H 1.84990 -2.89896 5.06865
H 2.81249 -1.82097 4.10765
H 4.36389 -4.10389 2.55521
H 3.46471 -2.82142 1.81207
H 2.28506 -5.67545 1.82210
H 3.77203 -5.44451 0.97461
H 1.78601 -5.36545 -0.28103
H 0.56022 -3.59187 -0.65325
H 1.18123 -2.59879 0.65544
H -0.85485 -3.39278 1.38485
H 0.28412 -4.17128 2.34524
H -2.37926 -5.26746 1.76106
H -1.33563 -6.10176 2.90657
H -1.87066 -6.88891 1.45206
C 6.95121 1.95336 -10.46554
O 6.11693 1.54994 -9.39008
C 6.75277 1.23727 -8.16469
C 5.80017 1.08528 -7.01201
N 4.93686 2.30176 -6.90486
C 3.92950 2.12290 -5.77967
C 4.62953 2.44879 -4.41062
O 5.42919 1.38926 -3.87735
C 6.25743 1.77583 -2.77789
H 7.48015 2.87419 -10.21978
H 6.32505 2.28961 -11.29195
H 7.70549 1.17700 -10.59373
H 7.41116 2.04148 -7.83629
H 7.35165 0.33208 -8.26502
H 6.28227 0.87441 -6.05743
H 5.19410 0.18952 -7.14763
H 4.43266 2.49023 -7.75948
H 3.51928 1.11350 -5.74919
H 3.16750 2.84967 -6.06120
H 3.84622 2.60019 -3.66792
H 5.12022 3.41712 -4.50894
H 7.07804 2.36901 -3.18144
H 6.67019 0.93648 -2.21824
H 5.68650 2.32026 -2.02572
C -1.00255 1.71973 7.31060
O -0.71273 2.37264 6.32596
N -1.01279 0.37791 7.24526
N -1.42257 2.16985 8.42642
H -0.61498 -0.18696 6.50852
H -1.30935 -0.11206 8.07718
H -1.59042 3.16090 8.52519
H -1.68188 1.54533 9.17664
C -1.71153 1.98510 0.03605
O -1.09524 3.06873 -0.22092
N -2.30378 1.28385 -0.92142
N -2.08505 1.53982 1.17414
H -2.51416 0.30561 -0.78399
H -2.19507 1.63309 -1.86286
H -1.50837 1.90606 1.91806
H -2.74952 0.80148 1.35698
O -2.90640 2.81026 -5.83860
H -3.53688 2.58414 -6.52241
H -2.54825 3.65473 -6.11212

Cartesian forces (eV/Å) of the 6 atoms listed first:
-0.27 1.12 0.82
-1.20 -0.24 -0.86
1.44 1.03 0.94
1.24 -1.92 0.45
-1.46 -1.15 0.18
-1.01 1.80 -0.10

=====

In the order shown, the computed frontier orbital gap values come out to 2.50; 1.59; 8.47 eV.